DFT (ωB97M-V/def2-TZVPD) results for a molecular structure, C6H19CuN5O2.

CARTESIAN COORDINATES (ANGSTROEM)
Cu (0.018, -0.024, 0.007)
N (-0.940, 1.840, 0.151)
C (-0.753, 2.296, 1.548)
C (-0.970, 1.100, 2.458)
N (-0.082, -0.010, 2.036)
C (-0.523, -1.346, 2.507)
C (-1.581, -1.886, 1.557)
N (-1.026, -1.847, 0.183)
H (-0.664, 2.558, -0.511)
H (-1.924, 1.655, -0.027)
H (-1.438, 3.100, 1.816)
H (0.264, 2.678, 1.648)
H (-2.004, 0.762, 2.374)
H (-0.794, 1.374, 3.499)
H (0.852, 0.174, 2.390)
H (-0.913, -1.296, 3.526)
H (0.340, -2.014, 2.514)
H (-2.471, -1.259, 1.582)
H (-1.878, -2.892, 1.852)
H (-1.763, -1.946, -0.508)
H (-0.397, -2.632, 0.041)
C (0.588, -0.036, -4.617)
O (1.672, -0.032, -3.651)
C (1.390, -0.032, -2.392)
O (0.236, -0.035, -1.922)
N (2.486, -0.031, -1.603)
N (2.317, -0.026, -0.216)
H (1.073, -0.039, -5.585)
H (-0.022, 0.856, -4.500)
H (-0.020, -0.929, -4.495)
H (3.405, -0.028, -2.021)
H (2.764, 0.797, 0.176)
H (2.759, -0.849, 0.182)

Max |F| in hartree/bohr: 0.0065
DFT total energy in eV: -62701.7107
LUMO energy (alpha / beta) in eV: -6.0 / -8.1
Orbital gap (alpha / beta) in eV: 11.260 / 9.518
Highest occupied orbital energy (alpha / beta) in eV: -17.27 / -17.60
Charge: +2
Multiplicity: 2

DFT (ωB97M-V/def2-TZVPD) results for 2 unconnected molecules or ions with the total composition C4H9N3O2 at a distorted geometry.

CARTESIAN COORDINATES (ANGSTROEM)
C (0.911, 2.196, 2.449)
C (-1.506, -2.777, -0.558)
C (-0.157, -1.503, 0.799)
C (0.335, -1.799, -1.494)
N (0.456, 2.103, 1.265)
N (-0.501, -2.029, -0.320)
N (-0.855, -1.376, 2.056)
O (-0.095, -0.973, 2.985)
O (-2.053, -1.602, 2.122)
H (1.960, 1.941, 2.752)
H (0.336, 2.488, 3.402)
H (-2.192, -2.983, 0.276)
H (-1.489, -3.431, -1.409)
H (0.724, -0.803, 0.701)
H (0.104, -2.589, -2.214)
H (0.259, -0.780, -1.931)
H (1.445, -2.000, -1.280)
H (-0.549, 2.205, 1.290)

Max |F| in hartree/bohr: 0.1220
DFT total energy in eV: -12852.7028
Energy relative to the best compared isomer or geometry (same formula, charge and spin) in kJ/mol: 697.1
LUMO energy (alpha / beta) in eV: -0.1 / -0.1
Orbital gap (alpha / beta) in eV: 7.903 / 7.906
Highest occupied orbital energy (alpha / beta) in eV: -8.00 / -8.01

DFT (ωB97M-V/def2-TZVPD) results for a molecular structure, CHO3Tl at a distorted geometry.

CARTESIAN COORDINATES (ANGSTROEM)
H (0.558, 1.514, 0.234)
O (-0.549, -1.251, -0.178)
O (0.451, -0.367, 1.651)
O (0.220, 0.767, -0.284)
C (0.112, -0.395, 0.484)
Tl (-0.793, -0.268, -1.907)

Max |F| in hartree/bohr: 0.1217
DFT total energy in eV: -11879.1501
Energy relative to the best compared isomer or geometry (same formula, charge and spin) in kJ/mol: 146.7
LUMO energy (alpha / beta) in eV: -5.6 / -9.9
Orbital gap (alpha / beta) in eV: 10.652 / 6.089
Highest occupied orbital energy (alpha / beta) in eV: -16.21 / -15.98
Charge: +1
Multiplicity: 2

DFT (ωB97M-V/def2-TZVPD) results for a molecular structure, C4H9P at a distorted geometry.

CARTESIAN COORDINATES (ANGSTROEM)
C (-0.343, -1.398, 0.709)
C (-0.317, -1.172, -0.466)
C (-0.329, -0.927, -1.891)
C (0.783, 1.837, 0.298)
P (-0.447, 2.541, 1.171)
H (-2.288, 0.293, 1.835)
H (-0.356, -1.600, 1.741)
H (-0.055, -1.836, -2.427)
H (0.380, -0.140, -2.143)
H (-1.328, -0.620, -2.201)
H (0.895, 2.065, -0.752)
H (1.505, 1.158, 0.717)
H (-0.141, 1.970, 2.421)
H (-2.781, 0.401, 2.437)

Max |F| in hartree/bohr: 0.0268
DFT total energy in eV: -13578.3725
Energy relative to the best compared isomer or geometry (same formula, charge and spin) in kJ/mol: 282.4
LUMO energy in eV: 0.4
Orbital gap in eV: 9.830
Highest occupied orbital energy in eV: -9.44

DFT (ωB97M-V/def2-TZVPD) results for C8H8INO2 in the gas phase at a distorted geometry.

CARTESIAN COORDINATES (ANGSTROEM)
C (-1.149, 2.003, -0.952)
C (0.099, 2.013, -1.473)
C (-1.593, 0.993, -0.054)
C (0.971, 0.988, -1.058)
C (-0.702, -0.021, 0.255)
C (0.630, 0.011, -0.211)
C (2.081, -0.879, 1.570)
C (1.523, -1.067, 0.286)
N (0.684, -2.694, 0.174)
O (0.970, -3.424, -0.709)
O (-0.038, -2.837, 1.046)
I (3.117, -1.356, -1.221)
H (-1.693, 2.813, -1.444)
H (0.439, 2.712, -2.190)
H (-2.610, 1.100, 0.342)
H (1.910, 0.890, -1.588)
H (-1.079, -0.728, 1.016)
H (2.895, -1.583, 1.816)
H (2.299, 0.229, 1.682)
H (1.350, -1.217, 2.331)

Max |F| in hartree/bohr: 0.1217
SMILES: C[C@](I)(c1ccccc1)[N+](=O)[O-]
DFT total energy in eV: -22106.9845
Energy relative to the best compared isomer or geometry (same formula, charge and spin) in kJ/mol: 362.0
LUMO energy in eV: 0.2
Orbital gap in eV: 9.618
Highest occupied orbital energy in eV: -9.43

DFT (ωB97M-V/def2-TZVPD) results for C5H5NOS in the gas phase at a distorted geometry.

CARTESIAN COORDINATES (ANGSTROEM)
C (3.416, 0.166, -0.062)
C (1.965, 0.072, -0.063)
C (0.975, 1.074, -0.042)
C (-0.206, 0.317, 0.120)
C (-1.672, 0.754, 0.126)
H (3.812, -0.353, 0.834)
H (3.862, 1.233, -0.095)
H (3.714, -0.617, -0.826)
H (1.044, 2.218, 0.015)
H (-1.756, 1.820, -0.004)
N (1.387, -1.164, 0.038)
O (0.037, -0.937, 0.063)
S (-2.972, -0.184, -0.074)

Max |F| in hartree/bohr: 0.0726
SMILES: Cc1cc(C=S)on1
DFT total energy in eV: -19636.0145
Energy relative to the best compared isomer or geometry (same formula, charge and spin) in kJ/mol: 287.3
LUMO energy in eV: -1.1
Orbital gap in eV: 8.002
Highest occupied orbital energy in eV: -9.10

DFT (ωB97M-V/def2-TZVPD) results for a molecular structure, C2HLi2NaO2 at a distorted geometry.

CARTESIAN COORDINATES (ANGSTROEM)
O (-2.444, -1.394, -0.078)
C (-1.163, -1.087, 0.201)
C (-0.801, -0.430, 1.349)
Li (-2.656, -1.340, 1.767)
Li (-0.435, 1.018, 3.333)
H (-0.380, -1.492, -0.493)
Na (0.685, 0.941, -0.219)
O (0.498, 0.017, 1.596)

Max |F| in hartree/bohr: 0.0454
DFT total energy in eV: -11009.5414
Energy relative to the best compared isomer or geometry (same formula, charge and spin) in kJ/mol: 0.0
LUMO energy in eV: -0.8
Orbital gap in eV: 3.976
Highest occupied orbital energy in eV: -4.74

DFT (ωB97M-V/def2-TZVPD) results for a molecular structure, C3H6N2S2 at a distorted geometry.

CARTESIAN COORDINATES (ANGSTROEM)
C (3.613, -0.012, -0.191)
C (1.014, 0.159, 0.144)
C (-1.500, 0.394, -0.199)
H (3.888, 0.018, 1.055)
H (4.075, -0.959, -0.822)
H (3.994, 1.144, -0.804)
H (1.975, -1.453, -0.212)
H (1.893, 1.668, 0.300)
H (-0.877, 1.448, -0.277)
N (2.140, -0.393, -0.339)
N (0.870, 1.435, 0.368)
S (-0.411, -0.892, 0.300)
S (-3.012, 0.117, -0.173)

Max |F| in hartree/bohr: 0.0902
DFT total energy in eV: -27855.2102
Energy relative to the best compared isomer or geometry (same formula, charge and spin) in kJ/mol: 375.0
LUMO energy in eV: 0.1
Orbital gap in eV: 8.514
Highest occupied orbital energy in eV: -8.43

DFT (ωB97M-V/def2-TZVPD) results for 10 unconnected molecules or ions with the total composition C18H54NO21 at a distorted geometry.

CARTESIAN COORDINATES (ANGSTROEM)
N (-18.161, 15.758, 11.010)
O (-18.749, 14.802, 10.480)
O (-18.796, 16.561, 11.726)
O (-16.936, 15.886, 10.829)
C (-17.666, 11.998, 6.826)
C (-16.766, 12.914, 7.638)
O (-16.851, 12.770, 9.036)
O (-19.042, 12.273, 7.139)
H (-17.439, 10.940, 6.992)
H (-17.556, 12.129, 5.746)
H (-17.039, 13.949, 7.402)
H (-15.734, 12.747, 7.324)
H (-17.713, 13.097, 9.335)
H (-19.353, 11.533, 7.669)
C (-17.303, 12.490, 11.478)
C (-17.740, 13.613, 12.333)
O (-17.761, 13.242, 13.740)
O (-18.327, 11.517, 11.225)
H (-16.438, 11.967, 11.907)
H (-16.979, 12.775, 10.450)
H (-18.774, 13.888, 12.153)
H (-17.128, 14.508, 12.356)
H (-18.600, 13.547, 14.110)
H (-18.443, 10.990, 12.022)
C (-13.355, 13.538, 13.477)
C (-14.197, 14.754, 13.121)
O (-14.440, 14.737, 11.723)
O (-12.162, 13.547, 12.693)
H (-13.915, 12.618, 13.279)
H (-13.116, 13.508, 14.546)
H (-13.688, 15.661, 13.460)
H (-15.145, 14.647, 13.656)
H (-15.345, 15.060, 11.619)
H (-11.506, 12.981, 13.105)
C (-16.853, 18.989, 8.861)
C (-16.027, 19.623, 7.738)
O (-16.455, 20.970, 7.511)
O (-18.250, 19.082, 8.641)
H (-16.655, 19.566, 9.763)
H (-16.546, 17.951, 9.009)
H (-16.188, 19.073, 6.801)
H (-14.963, 19.554, 7.961)
H (-15.862, 21.363, 6.866)
H (-18.485, 18.433, 7.970)
C (-20.238, 15.736, 14.268)
C (-19.407, 16.401, 15.357)
O (-20.146, 16.579, 16.562)
O (-20.322, 14.306, 14.388)
H (-19.713, 15.966, 13.325)
H (-21.230, 16.186, 14.200)
H (-19.017, 17.334, 14.950)
H (-18.587, 15.711, 15.571)
H (-20.406, 17.499, 16.639)
H (-20.828, 14.096, 15.182)
C (-21.487, 12.588, 11.660)
C (-21.810, 13.137, 10.291)
O (-21.587, 14.543, 10.273)
O (-22.513, 13.038, 12.549)
H (-20.497, 12.927, 11.966)
H (-21.464, 11.493, 11.685)
H (-22.826, 12.944, 9.952)
H (-21.134, 12.679, 9.555)
H (-20.646, 14.636, 10.508)
H (-22.042, 13.414, 13.299)
C (-16.822, 19.038, 13.138)
C (-15.415, 19.262, 12.649)
O (-15.103, 18.616, 11.458)
O (-17.057, 17.708, 13.567)
H (-17.604, 19.266, 12.398)
H (-17.093, 19.784, 13.899)
H (-14.740, 18.919, 13.449)
H (-15.256, 20.339, 12.541)
H (-15.544, 17.766, 11.341)
H (-17.734, 17.342, 12.975)
C (-13.508, 16.434, 6.996)
C (-14.789, 15.693, 7.301)
O (-14.699, 15.068, 8.570)
O (-13.501, 17.713, 7.648)
H (-13.427, 16.625, 5.916)
H (-12.623, 15.840, 7.237)
H (-14.944, 14.885, 6.579)
H (-15.651, 16.361, 7.204)
H (-15.026, 15.721, 9.200)
H (-13.095, 18.325, 7.032)
C (-21.595, 17.921, 9.722)
C (-21.677, 18.461, 11.128)
O (-21.485, 17.512, 12.163)
O (-22.564, 16.929, 9.452)
H (-20.595, 17.563, 9.455)
H (-21.848, 18.758, 9.063)
H (-22.591, 19.037, 11.276)
H (-20.893, 19.231, 11.212)
H (-20.570, 17.203, 12.104)
H (-22.284, 16.117, 9.917)

Max |F| in hartree/bohr: 0.0711
DFT total energy in eV: -64022.6601
Energy relative to the best compared isomer or geometry (same formula, charge and spin) in kJ/mol: 241.3
LUMO energy in eV: 2.3
Orbital gap in eV: 9.007
Highest occupied orbital energy in eV: -6.75
Charge: -1

DFT (ωB97M-V/def2-TZVPD) results for C5H11NS in the gas phase at a distorted geometry.

CARTESIAN COORDINATES (ANGSTROEM)
C (1.486, -0.887, -2.094)
C (-0.057, -0.684, 0.162)
C (-1.306, 0.100, -0.539)
C (-1.147, 1.204, 0.618)
C (-0.628, 0.165, 1.513)
H (2.771, -1.151, -2.250)
H (1.144, -2.016, -2.067)
H (0.997, -0.644, -3.260)
H (-0.038, -1.772, -0.237)
H (-1.235, 0.381, -1.475)
H (-2.175, -0.555, -0.521)
H (-1.898, 2.158, 0.968)
H (-0.228, 1.845, 0.054)
H (-1.213, -0.450, 2.158)
H (0.117, 0.959, 3.280)
H (1.496, 0.808, 1.822)
N (0.462, 0.493, 2.490)
S (1.453, 0.046, -0.623)

Max |F| in hartree/bohr: 0.1311
SMILES: CS[C@@H]1CC[C@@H]1N
DFT total energy in eV: -17682.8204
Energy relative to the best compared isomer or geometry (same formula, charge and spin) in kJ/mol: 544.4
LUMO energy in eV: 0.9
Orbital gap in eV: 9.315
Highest occupied orbital energy in eV: -8.45

DFT (ωB97M-V/def2-TZVPD) results for a molecular structure, C14H11BeN2O6SSbSe4 at a distorted geometry.

CARTESIAN COORDINATES (ANGSTROEM)
Be (-13.617, 3.393, 10.510)
C (-21.549, 4.515, 9.247)
C (-20.190, 4.041, 9.662)
C (-20.057, 3.259, 10.808)
C (-18.795, 2.892, 11.264)
C (-17.670, 3.278, 10.547)
C (-17.762, 4.010, 9.369)
C (-19.024, 4.420, 8.957)
S (-16.170, 2.523, 11.067)
O (-16.565, 1.790, 12.228)
O (-15.184, 3.598, 11.280)
N (-15.708, 1.595, 9.931)
C (-15.159, 2.177, 8.772)
C (-15.625, 1.793, 7.496)
C (-15.178, 2.519, 6.383)
C (-14.287, 3.572, 6.581)
C (-13.787, 3.818, 7.831)
N (-14.208, 3.128, 8.917)
H (-22.233, 3.666, 9.110)
H (-21.540, 5.024, 8.286)
H (-22.015, 5.173, 9.969)
H (-20.957, 2.905, 11.362)
H (-18.652, 2.285, 12.152)
H (-16.867, 4.286, 8.820)
H (-19.087, 5.027, 8.055)
H (-16.385, 0.992, 7.450)
H (-15.486, 2.254, 5.381)
H (-13.891, 4.098, 5.726)
H (-13.080, 4.615, 7.973)
O (-11.328, 2.357, 12.928)
C (-12.032, 2.867, 12.064)
O (-12.751, 2.240, 11.181)
C (-12.002, 4.412, 11.798)
O (-11.313, 5.239, 12.362)
O (-12.725, 4.610, 10.755)
Se (-11.238, 4.301, 4.604)
Sb (-9.289, 3.809, 6.057)
Se (-9.176, 1.576, 6.993)
Se (-7.577, 5.367, 6.814)
Se (-10.540, 2.912, 8.438)

Max |F| in hartree/bohr: 0.0423
DFT total energy in eV: -309129.2915
LUMO energy in eV: 3.7
Orbital gap in eV: 6.147
Highest occupied orbital energy in eV: -2.50
Charge: -2

DFT (ωB97M-V/def2-TZVPD) results for a molecular structure, C36H65BaN2O7P2S2Si at a distorted geometry.

CARTESIAN COORDINATES (ANGSTROEM)
Ba (-0.293, -1.246, -1.101)
C (-4.164, 0.612, -8.109)
C (-3.205, -0.026, -7.141)
C (-3.520, -0.105, -5.785)
C (-2.655, -0.703, -4.886)
C (-1.451, -1.224, -5.344)
C (-1.118, -1.163, -6.685)
C (-1.999, -0.564, -7.577)
S (-0.306, -1.891, -4.168)
O (-1.147, -2.560, -3.172)
O (0.643, -2.712, -4.877)
N (0.289, -0.641, -3.441)
C (1.624, -0.279, -3.366)
C (2.515, -0.364, -4.447)
C (3.810, 0.063, -4.252)
C (4.192, 0.564, -3.009)
C (3.242, 0.613, -2.009)
N (1.979, 0.209, -2.170)
H (-4.519, 1.573, -7.734)
H (-5.040, -0.021, -8.264)
H (-3.696, 0.777, -9.079)
H (-4.457, 0.309, -5.428)
H (-2.906, -0.769, -3.834)
H (-0.183, -1.589, -7.022)
H (-1.743, -0.515, -8.629)
H (2.181, -0.775, -5.387)
H (4.525, 0.011, -5.064)
H (5.199, 0.908, -2.819)
H (3.484, 1.005, -1.027)
C (2.784, -3.258, 1.715)
C (2.056, -2.689, 2.926)
C (2.816, -3.018, 4.208)
C (0.642, -3.258, 2.993)
O (2.063, -1.267, 2.753)
Si (0.955, -0.118, 3.193)
S (-0.689, 0.008, 1.997)
O (0.668, -0.462, 4.801)
C (-0.366, -0.003, 5.663)
C (0.137, -0.269, 7.078)
C (-1.648, -0.790, 5.409)
C (-0.606, 1.493, 5.467)
O (1.813, 1.310, 3.191)
C (3.167, 1.598, 3.515)
C (4.050, 1.239, 2.321)
C (3.622, 0.854, 4.768)
C (3.225, 3.100, 3.776)
H (2.854, -4.346, 1.777)
H (3.791, -2.840, 1.652)
H (2.235, -3.009, 0.805)
H (2.853, -4.099, 4.363)
H (2.315, -2.559, 5.062)
H (3.840, -2.641, 4.151)
H (0.685, -4.350, 2.964)
H (0.049, -2.920, 2.142)
H (0.149, -2.952, 3.916)
H (0.349, -1.333, 7.201)
H (-0.608, 0.028, 7.820)
H (1.058, 0.289, 7.260)
H (-1.467, -1.857, 5.559)
H (-1.988, -0.638, 4.385)
H (-2.431, -0.472, 6.103)
H (0.309, 2.051, 5.672)
H (-1.392, 1.843, 6.141)
H (-0.913, 1.696, 4.439)
H (4.069, 0.159, 2.175)
H (5.069, 1.604, 2.471)
H (3.640, 1.703, 1.420)
H (3.555, -0.220, 4.625)
H (2.992, 1.124, 5.618)
H (4.658, 1.115, 5.001)
H (2.941, 3.654, 2.880)
H (4.230, 3.407, 4.074)
H (2.525, 3.361, 4.572)
C (-3.417, 2.062, -2.365)
P (-1.645, 2.213, -1.878)
C (-0.871, 2.400, -3.535)
C (-1.661, 3.995, -1.382)
C (-0.266, 4.600, -1.198)
P (0.898, 3.519, -0.240)
C (0.042, 3.592, 1.375)
C (2.214, 4.782, 0.030)
H (-3.650, 2.641, -3.263)
H (-4.041, 2.424, -1.545)
H (-3.666, 1.013, -2.527)
H (-1.302, 3.244, -4.082)
H (-1.011, 1.484, -4.109)
H (0.204, 2.552, -3.419)
H (-2.241, 4.077, -0.460)
H (-2.205, 4.551, -2.155)
H (-0.344, 5.564, -0.684)
H (0.181, 4.797, -2.177)
H (-0.205, 4.623, 1.652)
H (0.660, 3.131, 2.145)
H (-0.863, 2.985, 1.330)
H (1.825, 5.702, 0.477)
H (2.691, 5.024, -0.922)
H (2.981, 4.370, 0.688)
C (-3.486, -2.155, 0.977)
C (-3.858, -3.241, -0.052)
C (-3.825, -2.506, -1.400)
O (-3.222, -1.222, -1.152)
C (-3.610, -0.864, 0.185)
H (-2.460, -2.282, 1.322)
H (-4.134, -2.155, 1.853)
H (-4.854, -3.647, 0.135)
H (-3.133, -4.056, -0.032)
H (-4.835, -2.341, -1.794)
H (-3.224, -3.006, -2.156)
H (-4.644, -0.493, 0.173)
H (-2.955, -0.063, 0.526)
C (0.665, -5.170, -0.937)
C (-0.546, -4.536, -0.252)
O (-0.336, -3.320, 0.035)
H (1.557, -4.525, -0.949)
H (0.362, -5.401, -1.965)
H (0.897, -6.128, -0.463)

Max |F| in hartree/bohr: 0.0593
DFT total energy in eV: -104527.8997
Energy relative to the best compared isomer or geometry (same formula, charge and spin) in kJ/mol: 183.4
LUMO energy in eV: 2.1
Orbital gap in eV: 5.466
Highest occupied orbital energy in eV: -3.37
Charge: -1